A 3-piece molecular cluster, C2H3ClO2S overall in a non-equilibrium geometry. Source: the OMol25 dataset; level of theory: ωB97M-V/def2-TZVPD.

Summary:
- Energy relative to the best compared isomer or geometry (same formula, charge and spin): 4.8495 eV
- Multiplicity: 3
- Orbital gap (alpha / beta): 9.78 / 5.24 eV
- Expectation value of S²: 2.012
- HOMO level (alpha / beta): -9.2 / -10.6 eV
- Total energy: -1086.6245 Ha
- Molecular weight: 126.564 u

The geometry in XYZ format:
```
9
C2H3ClO2S, DFT ωB97M-V/def2-TZVPD
Cl 2.420 0.604 2.126
S 2.125 2.472 -0.719
O 2.340 1.032 -0.641
O 3.360 3.166 -0.597
C 0.411 -1.278 0.038
C -0.520 -0.832 -0.563
H 1.309 -1.483 0.366
H -1.437 -0.613 -1.085
H 2.855 0.643 0.864
```

natural (NBO) population analysis, charges in e, atoms 1 to 4: -0.33, 1.46, -0.81, -0.61